1.
DFT (ωB97M-V/def2-TZVPD) results for C3H8N2O2 in the gas phase at a distorted geometry.

Cartesian coordinates (Å):
1 C 0.5350 0.1294 0.2843
2 C 1.3092 -0.8350 -0.6054
3 C -1.0563 0.3626 -0.1624
4 N -1.8609 -0.6629 0.1888
5 O 0.6305 -0.3295 1.6161
6 O 1.1681 1.3888 0.1671
7 N -1.4615 1.4044 -0.7804
8 H -0.1241 0.0599 2.0870
9 H 0.8356 1.9829 0.8588
10 H -2.6825 -0.7608 -0.4041
11 H -1.1697 -1.4328 0.4036
12 H -0.6759 1.9398 -1.1689
13 H 1.2801 -0.5162 -1.6519
14 H 2.3608 -0.8786 -0.2978
15 H 0.9117 -1.8521 -0.5347

Summary:
Gap between HOMO and LUMO, eV: 9.96
Relative energy (zero: lowest compared OMol25 entry of this formula, charge and spin), eV: 1.392
Structure (SMILES): [H]/N=C(/N)C(C)(O)O
Electronic energy, eV: -10315.56050
HOMO level, eV: -9.30
2S+1: 1

=====

2.
DFT (ωB97M-V/def2-TZVPD) results for 2 unconnected molecules or ions with the total composition C3H8N2O2 at a distorted geometry.

Cartesian coordinates (Å):
1 C 0.0673 1.0521 -0.9746
2 N -1.1933 1.6400 -0.9383
3 O 1.0500 1.6138 -0.4011
4 O 0.2745 0.4155 -2.1874
5 H 1.4652 0.8336 0.6708
6 H 1.2175 0.2164 -2.2554
7 H -0.0851 -0.1820 -0.0081
8 H -1.2015 2.5712 -0.5540
9 H -1.7602 1.4982 -1.7594
10 C -0.2715 -1.9802 1.4111
11 C 0.4044 -0.7106 1.0480
12 N 1.3645 -0.0755 1.4475
13 H -0.2611 -2.6674 0.5647
14 H 0.2404 -2.4377 2.2563
15 H -1.3111 -1.7872 1.6798

Summary:
Gap between HOMO and LUMO, eV: 9.51
Relative energy (zero: lowest compared OMol25 entry of this formula, charge and spin), eV: 2.650
Structure (SMILES): [H]/N=C/C.NC(=O)O
Electronic energy, eV: -10314.30203
HOMO level, eV: -8.97
2S+1: 1

=====

3.
DFT (ωB97M-V/def2-TZVPD) results for C3H8N2O2 in the gas phase at a distorted geometry.

Cartesian coordinates (Å):
1 N -0.5005 1.6566 -0.3208
2 C -0.3149 0.2122 -0.4433
3 C -0.7804 -0.4974 0.8402
4 O -2.0552 -0.1946 1.2862
5 C 1.0698 -0.2057 -0.9627
6 N 1.8337 -1.0464 -0.1881
7 O 1.4667 0.2967 -1.9846
8 H 0.3249 2.2350 -0.2495
9 H -1.0217 2.0052 -1.1101
10 H -1.0652 -0.0499 -1.1903
11 H -0.6369 -1.5693 0.7068
12 H -0.0285 -0.1937 1.5911
13 H -2.0336 0.4981 1.9447
14 H 2.2809 -1.8098 -0.6213
15 H 1.4608 -1.3371 0.7017

Summary:
Gap between HOMO and LUMO, eV: 10.12
Relative energy (zero: lowest compared OMol25 entry of this formula, charge and spin), eV: 1.288
Structure (SMILES): NC(=O)[C@H](N)CO
Electronic energy, eV: -10315.66438
HOMO level, eV: -9.40
2S+1: 1

=====

4.
DFT (ωB97M-V/def2-TZVPD) results for C3H8N2O2 in the gas phase at a distorted geometry.

Cartesian coordinates (Å):
1 O -0.1165 -0.3249 -2.1344
2 C -0.8305 0.2961 -1.3480
3 N -1.8462 1.2166 -1.7496
4 C -0.4764 0.4751 0.2065
5 N 0.1788 -0.7700 0.5614
6 C 0.8682 -0.9105 1.8507
7 O 2.0503 -0.1787 2.0922
8 H -1.9686 1.3115 -2.7713
9 H -1.9134 2.0137 -1.1955
10 H 0.0727 1.4388 0.4656
11 H -1.4404 0.6613 0.7546
12 H 0.7300 -1.1052 -0.1930
13 H 0.1218 -0.8958 2.6827
14 H 1.1973 -1.9539 1.7765
15 H 2.0339 0.2681 2.8802

Summary:
Gap between HOMO and LUMO, eV: 10.03
Relative energy (zero: lowest compared OMol25 entry of this formula, charge and spin), eV: 1.690
Structure (SMILES): NC(=O)CNCO
Electronic energy, eV: -10315.26267
HOMO level, eV: -9.30
2S+1: 1